Entry 1:
DFT (ωB97M-V/def2-TZVPD) results for C51H49N5O8SSeSrTe as an isolated structure.

Calculated values
* total charge: -2
* LUMO energy: 3.706 eV
* E_HOMO: -1.88 eV
* orbital gap: 5.6 eV
* calculated total energy: -5946.86295 a.u.
* relative energy (zero: lowest compared OMol25 entry of this formula, charge and spin): 206.83 kJ/mol

CARTESIAN COORDINATES (ANGSTROEM)
Sr: -1.0699 -0.0508 1.3979
C: 1.3459 -3.2133 -0.1667
O: 0.1100 -2.8597 0.3964
C: -0.9421 -3.6948 0.2249
C: -0.9450 -4.7828 -0.6383
C: -2.0864 -5.5553 -0.8075
C: -3.2461 -5.2345 -0.1264
C: -3.2466 -4.1811 0.7655
C: -2.1044 -3.4027 0.9803
N: -2.0675 -2.3428 1.8703
N: -3.1354 -2.2882 2.5900
C: -3.3810 -1.2920 3.4310
C: -2.4277 -0.2603 3.7733
O: -1.2039 -0.3418 3.4972
C: -2.9362 0.8957 4.4704
C: -4.2395 1.0306 4.7908
C: -5.1720 -0.0188 4.5516
C: -6.5168 0.1117 4.9183
C: -7.4160 -0.8988 4.6787
C: -6.9865 -2.0653 4.0413
C: -5.6789 -2.2013 3.6473
C: -4.7376 -1.1914 3.8963
H: 1.3043 -3.2997 -1.2616
H: 1.7285 -4.1519 0.2568
H: 2.0208 -2.4077 0.1106
H: -0.0610 -5.0362 -1.2050
H: -2.0599 -6.3976 -1.4849
H: -4.1518 -5.7997 -0.2965
H: -4.1390 -3.9039 1.3013
H: -2.2262 1.6990 4.6188
H: -4.6189 1.9487 5.2233
H: -6.8386 1.0340 5.3865
H: -8.4557 -0.7881 4.9669
H: -7.6951 -2.8612 3.8457
H: -5.3359 -3.0814 3.1287
C: 5.9690 2.4764 1.9223
C: 4.6690 1.7248 1.8291
C: 4.6105 0.3471 1.9269
C: 3.4090 -0.3486 1.8845
C: 3.4573 -1.8047 2.0377
O: 2.6869 -2.4875 2.6849
C: 4.6215 -2.4579 1.3359
C: 5.0923 -1.9791 0.1173
C: 6.1566 -2.5959 -0.5123
C: 6.7713 -3.6920 0.0722
C: 6.2975 -4.1852 1.2774
C: 5.2227 -3.5772 1.9003
C: 2.1431 0.3332 1.7043
O: 1.0654 -0.2958 1.5961
C: 2.2442 1.7764 1.5799
C: 3.4766 2.4093 1.6499
C: 1.0686 2.6116 1.4183
N: -0.1111 2.1376 1.4196
C: -1.2553 2.9702 1.2366
C: -1.6354 3.0540 -0.2315
Te: -1.5933 1.1821 -1.2515
C: 0.5295 1.4718 -1.8707
C: 1.4712 0.4681 -1.6500
C: 2.7214 0.4935 -2.2422
C: 3.0764 1.5349 -3.0833
C: 2.1603 2.5464 -3.3225
C: 0.9096 2.5000 -2.7323
C: 1.3013 4.0785 1.2321
C: 1.6231 4.5723 -0.0269
C: 1.7798 5.9311 -0.2294
C: 1.6222 6.8130 0.8280
C: 1.3148 6.3282 2.0883
C: 1.1461 4.9692 2.2887
H: 6.8111 1.7871 1.9672
H: 5.9884 3.1071 2.8142
H: 6.0987 3.1249 1.0546
H: 5.5308 -0.2064 2.0744
H: 4.6179 -1.1174 -0.3268
H: 6.5206 -2.2186 -1.4583
H: 7.6135 -4.1667 -0.4152
H: 6.7730 -5.0438 1.7335
H: 4.8301 -3.9521 2.8340
H: 3.5254 3.4876 1.5649
H: -1.1124 3.9937 1.6221
H: -2.0863 2.5393 1.7862
H: -0.9898 3.7655 -0.7550
H: -2.6683 3.3778 -0.3021
H: 1.2086 -0.3467 -0.9862
H: 3.4242 -0.3102 -2.0562
H: 4.0572 1.5615 -3.5446
H: 2.4207 3.3625 -3.9878
H: 0.1959 3.2885 -2.9537
H: 1.7445 3.8782 -0.8442
H: 2.0257 6.3086 -1.2145
H: 1.7424 7.8782 0.6729
H: 1.2051 7.0179 2.9166
H: 0.8865 4.5948 3.2688
C: -2.6485 -0.9112 -6.5672
N: -2.0832 -0.0833 -5.5141
C: -3.0475 0.8762 -4.9975
C: -1.5141 -0.9084 -4.5066
S: -2.4079 -1.5590 -3.2834
N: -0.2132 -1.2049 -4.7076
C: 0.6283 -0.4741 -5.6221
C: 0.4821 -2.1209 -3.8394
H: -3.4976 -1.5030 -6.2011
H: -1.8828 -1.5913 -6.9386
H: -2.9852 -0.2696 -7.3820
H: -3.3479 1.5273 -5.8196
H: -2.5600 1.4678 -4.2184
H: -3.9330 0.4027 -4.5604
H: 0.0284 0.2506 -6.1643
H: 1.1039 -1.1617 -6.3296
H: 1.4061 0.0544 -5.0636
H: -0.2484 -2.5911 -3.1823
H: 1.2181 -1.5875 -3.2322
H: 0.9863 -2.8861 -4.4394
O: -3.8778 1.2588 -0.8893
Se: -4.2781 1.2272 0.7191
O: -5.5781 0.3450 0.9344
O: -3.0050 0.5832 1.4582
O: -4.5149 2.7245 1.2348

Mulliken population analysis, charges in e, atoms 1 to 99:
1 Sr 3.21
2 C 0.08
3 O 0.44
4 C 0.27
5 C -0.79
6 C -0.76
7 C -1.09
8 C 0.12
9 C 0.31
10 N 0.74
11 N -1.17
12 C 0.12
13 C 1.04
14 O -0.99
15 C -1.04
16 C -1.02
17 C 1.18
18 C -1.03
19 C -0.46
20 C -0.77
21 C -0.60
22 C 1.31
23 H 0.22
24 H 0.52
25 H -1.00
26 H 0.34
27 H 0.38
28 H 0.38
29 H 0.35
30 H 0.41
31 H 0.27
32 H 0.32
33 H 0.35
34 H 0.37
35 H 0.33
36 C -1.75
37 C 0.13
38 C -0.60
39 C 0.84
40 C -0.27
41 O -0.67
42 C 0.43
43 C 0.19
44 C -0.84
45 C -0.44
46 C -0.63
47 C -0.66
48 C -1.02
49 O -1.32
50 C 1.56
51 C -1.39
52 C 0.45
53 N 0.65
54 C -0.67
55 C -1.30
56 Te -0.37
57 C 1.22
58 C 0.99
59 C -0.54
60 C -1.13
61 C -0.63
62 C -1.05
63 C -1.14
64 C 0.31
65 C -0.84
66 C -0.48
67 C -0.85
68 C 0.23
69 H 0.36
70 H 0.33
71 H 0.35
72 H 0.45
73 H 0.58
74 H 0.42
75 H 0.37
76 H 0.39
77 H 0.44
78 H 0.54
79 H 0.43
80 H 0.31
81 H 0.69
82 H 0.82
83 H -0.17
84 H 0.34
85 H 0.34
86 H 0.39
87 H 0.38
88 H 0.52
89 H 0.45
90 H 0.35
91 H 0.38
92 H 0.53
93 C -1.04
94 N 0.10
95 C -0.77
96 C 0.27
97 S -0.20
98 N 0.20
99 C -0.92


Entry 2:
DFT (ωB97M-V/def2-TZVPD) results for C51H50Cl2FN5O3OsSb2 as an isolated structure.

Calculated values
* total charge: +2
* LUMO energy (alpha / beta): -4.675 / -5.102 eV
* E_HOMO (alpha / beta): -10.55 / -11.36 eV
* 2S+1: 5
* orbital gap (alpha / beta): 5.9 / 6.3 eV
* calculated total energy: -4063.69433 a.u.
* relative energy (zero: lowest compared OMol25 entry of this formula, charge and spin): 251.00 kJ/mol

CARTESIAN COORDINATES (ANGSTROEM)
Os: -2.2017 1.2077 -1.8172
C: -5.1352 1.3143 5.1414
C: -5.0199 -0.0327 4.4389
N: -4.0834 -0.0057 3.3096
C: -4.5732 0.1329 2.0673
C: -3.8231 0.2236 0.9300
C: -4.6158 0.1853 -0.3735
O: -5.8226 0.1059 -0.2931
O: -3.9242 0.1619 -1.4636
C: -2.4073 0.2363 1.0312
O: -1.5974 0.5149 0.1033
C: -1.8828 -0.0943 2.3502
C: -0.5148 -0.3220 2.5176
C: 0.0049 -0.5576 3.7563
F: 1.3303 -0.8037 3.8560
C: -0.7922 -0.5506 4.9124
C: -2.1514 -0.3606 4.7403
C: -2.7212 -0.1566 3.4774
N: -0.2736 -0.7024 6.2192
C: -0.7308 -1.8249 7.0199
C: -0.6447 -1.4744 8.4980
N: 0.7713 -1.1007 8.8223
C: 1.2208 0.0487 7.9676
C: 1.1093 -0.3580 6.5049
H: -5.8175 1.2191 5.9858
H: -5.5386 2.0682 4.4660
H: -4.1693 1.6624 5.5099
H: -5.9917 -0.3199 4.0443
H: -4.7160 -0.8136 5.1346
H: -5.6504 0.1717 1.9555
H: 0.1242 -0.3438 1.6468
H: -2.7746 -0.3401 5.6235
H: -0.1263 -2.7263 6.8241
H: -1.7629 -2.0651 6.7772
H: -0.9468 -2.3130 9.1222
H: -1.2718 -0.6137 8.7220
H: 1.3764 -1.9038 8.6345
H: 0.8655 -0.8728 9.8125
H: 2.2433 0.3138 8.2288
H: 0.5649 0.8920 8.1749
H: 1.8016 -1.1877 6.3005
H: 1.4156 0.4892 5.8981
C: 1.4771 1.2343 -0.0063
C: 2.6495 1.9875 -0.6356
C: 2.3190 2.5820 -1.9950
Sb: 1.3596 1.2171 -3.5878
C: 3.2803 0.5796 -4.3360
C: 4.3723 0.2928 -3.5216
C: 5.5791 -0.1117 -4.0783
C: 5.7054 -0.2175 -5.4562
C: 4.6279 0.0838 -6.2774
C: 3.4210 0.4794 -5.7187
C: 0.4898 -0.8335 -4.4860
C: 1.3644 -1.9079 -4.4331
C: 0.9558 -3.1515 -4.8983
C: -0.3295 -3.3208 -5.3986
C: -1.1949 -2.2412 -5.4493
C: -0.7840 -0.9896 -4.9958
Sb: 1.3547 -0.4953 -1.2900
C: 3.1067 -1.5043 -0.5756
C: 3.7353 -1.1054 0.5985
C: 4.9240 -1.7062 0.9935
C: 5.4895 -2.7066 0.2164
C: 4.8525 -3.1255 -0.9436
C: 3.6698 -2.5213 -1.3435
C: -0.0643 -2.0865 -1.1141
C: 0.3643 -3.3094 -0.6071
C: -0.4308 -4.4366 -0.7669
C: -1.6514 -4.3462 -1.4189
C: -2.0916 -3.1229 -1.9073
C: -1.2898 -2.0008 -1.7767
H: 0.5442 1.7856 -0.0929
H: 1.6608 0.9968 1.0397
H: 3.5243 1.3340 -0.7001
H: 2.9365 2.8128 0.0265
H: 3.2017 2.9640 -2.5078
H: 1.5890 3.3771 -1.8760
H: 4.2945 0.3739 -2.4444
H: 6.4202 -0.3355 -3.4338
H: 6.6456 -0.5332 -5.8897
H: 4.7300 0.0143 -7.3529
H: 2.5777 0.7045 -6.3647
H: 2.3758 -1.7825 -4.0608
H: 1.6501 -3.9826 -4.8733
H: -0.6465 -4.2923 -5.7543
H: -2.1970 -2.3662 -5.8414
H: -1.4729 -0.1591 -5.0401
H: 3.3100 -0.3262 1.2186
H: 5.4130 -1.3782 1.9020
H: 6.4277 -3.1572 0.5134
H: 5.2853 -3.9145 -1.5451
H: 3.1856 -2.8524 -2.2550
H: 1.3189 -3.3862 -0.1018
H: -0.0819 -5.3929 -0.3979
H: -2.2593 -5.2312 -1.5564
H: -3.0486 -3.0393 -2.4068
H: -1.6371 -1.0556 -2.2185
Cl: 0.5838 4.2946 -4.2221
C: -0.5497 4.8295 -3.0039
C: -0.8611 6.1752 -2.9748
C: -1.7918 6.6666 -2.0721
C: -2.4368 5.7906 -1.2097
C: -2.1317 4.4513 -1.2616
Cl: -2.9816 3.3365 -0.2189
C: -1.1650 3.8815 -2.1413
N: -0.9165 2.5572 -2.1457
H: -0.3823 6.8420 -3.6796
H: -2.0208 7.7224 -2.0448
H: -3.1835 6.1509 -0.5145
C: -2.7040 2.4478 -6.1087
C: -2.7744 2.0084 -4.7322
N: -2.8082 1.6580 -3.6433
H: -1.6793 2.3326 -6.4644
H: -2.9832 3.4990 -6.1788
H: -3.3697 1.8587 -6.7382

Mulliken population analysis, charges in e, atoms 1 to 99:
1 Os 0.66
2 C -1.05
3 C -1.00
4 N 0.30
5 C -0.21
6 C -0.47
7 C 0.09
8 O -0.73
9 O -0.60
10 C 0.75
11 O -0.12
12 C -0.38
13 C 0.09
14 C 0.50
15 F -0.41
16 C -1.09
17 C -0.62
18 C 0.29
19 N 0.28
20 C -0.60
21 C -0.73
22 N -0.12
23 C -0.99
24 C -0.61
25 H 0.40
26 H 0.34
27 H 0.31
28 H 0.45
29 H 0.45
30 H 0.61
31 H 0.33
32 H 0.79
33 H 0.20
34 H 0.46
35 H 0.40
36 H 0.37
37 H 0.39
38 H 0.36
39 H 0.44
40 H 0.38
41 H 0.44
42 H 0.46
43 C -0.78
44 C -0.78
45 C -0.68
46 Sb 0.22
47 C 0.43
48 C 0.28
49 C -0.80
50 C -0.53
51 C -0.73
52 C -0.60
53 C 0.05
54 C 0.12
55 C -0.76
56 C -0.71
57 C -0.54
58 C -0.28
59 Sb 0.24
60 C 1.20
61 C -0.63
62 C -0.73
63 C -0.77
64 C -0.71
65 C -0.17
66 C 1.69
67 C -0.85
68 C -0.78
69 C -0.82
70 C -1.21
71 C -0.07
72 H 0.40
73 H 0.61
74 H 0.19
75 H 0.53
76 H 0.67
77 H 0.27
78 H 0.12
79 H 0.46
80 H 0.41
81 H 0.42
82 H 0.34
83 H 0.34
84 H 0.46
85 H 0.43
86 H 0.47
87 H 0.01
88 H 0.25
89 H 0.45
90 H 0.42
91 H 0.46
92 H 0.40
93 H 0.58
94 H 0.45
95 H 0.43
96 H 0.59
97 H 0.08
98 Cl -0.18
99 C 0.82